Record 1
Here is C14H56AlN28O18P as an isolated structure from the Open Molecules 2025 dataset. Energies are from the ωB97M-V functional and the def2-TZVPD basis.

Properties
LUMO level ... -4.583 eV
HOMO level ... -8.024 eV

Each line ends with the Mulliken charge.
Positions of all 118 atoms, in Å:
Al 0.274 -0.084 0.088  2.268
P -2.834 -0.385 -0.845  0.496
O -4.287 -0.565 -1.404  -1.157
O -2.769 0.192 0.602  -0.581
O -1.964 0.708 -1.567  -1.013
O -1.834 -1.655 -0.795  0.026
C -2.222 3.865 -0.761  0.371
O -2.020 4.992 -0.504  -0.815
N -1.936 3.309 -1.906  -0.287
N -2.623 3.036 0.081  0.025
H -2.030 2.303 -1.890  0.243
H -1.726 3.923 -2.679  0.349
H -2.861 3.406 0.991  0.166
H -2.601 2.038 -0.074  -0.227
C -0.209 -3.275 5.828  0.680
O 0.423 -3.906 4.956  -0.833
N -0.668 -2.039 5.622  -0.250
N -0.635 -3.704 7.023  -0.524
H -1.060 -1.517 6.392  0.203
H -0.458 -1.645 4.716  0.068
H -1.505 -3.266 7.290  0.200
H -0.547 -4.699 7.174  0.291
C -1.546 0.561 3.556  0.120
O -0.759 -0.154 2.979  -0.082
N -1.453 1.088 4.678  -0.314
N -2.614 1.023 3.046  -0.101
H -0.462 1.164 4.861  0.327
H -2.101 1.801 4.980  0.222
H -3.004 1.909 3.334  0.214
H -2.940 0.684 2.153  0.102
C -5.961 0.626 1.797  0.619
O -6.644 1.315 2.468  -0.706
N -6.050 0.609 0.466  -0.341
N -5.153 -0.275 2.270  -0.275
H -6.521 1.439 0.135  0.193
H -5.381 0.079 -0.075  0.354
H -4.396 -0.485 1.635  -0.167
H -5.009 -0.277 3.269  0.224
C 3.929 1.624 0.217  0.132
O 3.083 0.770 0.220  -0.146
N 5.013 1.581 -0.455  -0.372
N 3.854 2.682 0.999  -0.360
H 5.215 0.777 -1.031  0.202
H 5.669 2.342 -0.344  0.146
H 3.013 2.987 1.467  0.140
H 4.613 3.335 0.869  0.135
C 2.869 -1.040 3.520  0.533
O 2.235 -0.911 2.516  -0.429
N 2.464 -1.700 4.512  -0.290
N 4.014 -0.428 3.776  -0.521
H 2.994 -1.652 5.371  0.111
H 1.769 -2.411 4.334  0.091
H 4.147 0.366 3.166  0.229
H 4.418 -0.526 4.696  0.146
C -0.736 -3.851 -3.209  0.358
O -0.288 -4.513 -4.110  -0.796
N -1.523 -2.854 -3.365  -0.001
N -0.525 -4.144 -1.973  -0.276
H -1.745 -2.489 -4.281  0.177
H -1.594 -2.273 -2.543  0.160
H 0.143 -4.896 -1.883  0.196
H -0.972 -3.567 -1.275  0.277
C 2.618 -3.183 -0.888  0.459
O 2.351 -2.101 -0.329  -0.268
N 2.288 -4.333 -0.464  -0.359
N 3.535 -3.286 -1.799  -0.354
H 2.590 -5.164 -0.953  0.189
H 1.530 -4.402 0.200  0.206
H 3.838 -2.401 -2.179  0.092
H 3.940 -4.151 -2.128  0.141
C 1.448 3.381 -1.793  -0.024
O 1.190 2.359 -1.221  0.230
N 2.676 3.617 -2.223  -0.443
N 0.670 4.355 -1.934  -0.249
H 3.385 2.939 -1.987  0.141
H 2.849 4.493 -2.695  0.156
H 0.868 5.314 -2.183  0.146
H -0.330 4.309 -1.797  0.065
C -1.175 -3.501 1.734  0.449
O -0.150 -2.999 1.272  -0.418
N -1.279 -4.251 2.790  -0.487
N -2.337 -3.285 1.279  -0.264
H -0.433 -4.277 3.341  0.294
H -2.211 -4.254 3.177  0.189
H -2.249 -2.686 0.470  0.136
H -3.092 -3.945 1.398  0.219
C -3.251 -0.320 -4.794  0.570
O -3.018 -0.694 -5.964  -0.782
N -2.528 0.513 -4.198  -0.108
N -4.293 -0.681 -4.134  -0.289
H -2.564 0.548 -3.190  -0.063
H -1.610 0.714 -4.566  0.273
H -4.863 -1.390 -4.575  0.250
H -4.195 -0.688 -3.129  0.245
C 0.270 3.682 2.155  0.188
O -0.071 2.601 1.652  -0.053
N 0.258 4.889 1.618  -0.305
N 0.761 3.832 3.282  -0.425
H -0.099 5.137 0.706  0.190
H 0.726 5.458 2.308  0.094
H 0.846 3.005 3.857  0.170
H 0.826 4.765 3.663  0.156
C 0.768 0.082 -3.992  0.387
O 1.176 -0.229 -2.894  -0.566
N 0.440 1.307 -4.354  -0.435
N 0.525 -0.697 -4.984  -0.204
H 0.220 1.283 -5.340  0.190
H 0.435 2.109 -3.741  -0.014
H 0.628 -1.700 -4.932  0.189
H 0.152 -0.262 -5.815  0.195
C 5.061 -0.160 -3.674  0.632
O 5.256 -1.251 -3.196  -0.752
N 3.930 0.581 -3.593  0.139
N 6.000 0.504 -4.191  -0.396
H 3.974 1.544 -3.895  0.191
H 3.070 0.183 -3.244  -0.259
H 5.819 1.413 -4.592  0.135
H 6.858 0.025 -4.421  0.282

=====

Record 2
Here is C3H2EuO2 as an isolated structure from the Open Molecules 2025 dataset. Energies are from the ωB97M-V functional and the def2-TZVPD basis.

Properties
Expectation value of S² ... 20.011
ΔE to the lowest compared entry with this formula, charge and spin ... 28.4 kcal/mol
LUMO level (alpha / beta) ... -5.821 / -5.727 eV
Multiplicity ... 9
HOMO level (alpha / beta) ... -10.745 / -12.437 eV
Net charge ... +1

Each line ends with the Löwdin spin population.
Positions of all 8 atoms, in Å:
O 1.792 -1.268 0.314  0.041
C 0.603 -1.092 0.170  0.022
C -0.124 0.173 0.774  0.045
H 0.238 0.745 1.631  0.004
C -0.519 0.756 -0.514  0.485
O -1.473 0.228 0.334  0.163
H -0.064 -1.887 -0.237  0.003
Eu -0.452 2.345 -2.472  7.238

=====

Record 3
Here is C26H30MoN11O4S as an isolated structure from the Open Molecules 2025 dataset. Energies are from the ωB97M-V functional and the def2-TZVPD basis.

Properties
Expectation value of S² ... 2.017
LUMO level (alpha / beta) ... -10.406 / -11.116 eV
Multiplicity ... 3
HOMO level (alpha / beta) ... -15.173 / -15.173 eV
Net charge ... +3

Each line ends with the Löwdin spin population.
Positions of all 73 atoms, in Å:
Mo 0.035 -1.825 -0.324  1.813
C 1.574 -4.567 -0.759  0.000
C 0.748 -4.729 0.487  0.002
N -0.454 -3.844 0.406  -0.007
C -1.660 -4.418 -0.289  0.005
C -1.551 -4.414 -1.800  0.008
S -0.954 -2.795 -2.431  0.024
C 0.559 -3.246 -3.361  0.009
C 1.871 -3.004 -2.611  0.003
N 1.691 -3.110 -1.127  -0.006
H 1.126 -5.081 -1.604  0.000
H 2.571 -4.988 -0.628  0.000
H 1.315 -4.429 1.367  0.000
H 0.444 -5.768 0.628  0.000
H -0.772 -3.690 1.363  0.002
H -2.509 -3.815 0.031  0.000
H -1.826 -5.435 0.073  -0.001
H -2.534 -4.582 -2.238  0.000
H -0.886 -5.181 -2.189  0.000
H 0.541 -2.665 -4.282  0.000
H 0.420 -4.286 -3.654  0.000
H 2.267 -2.022 -2.837  0.000
H 2.615 -3.737 -2.930  -0.001
H 2.551 -2.765 -0.700  0.003
C 0.772 2.489 -3.783  0.000
N 1.101 1.360 -2.883  0.003
C 0.327 0.358 -2.536  0.005
N 0.974 -0.401 -1.628  0.010
C 2.181 0.247 -1.477  0.008
N 2.275 1.312 -2.214  0.001
C -0.320 3.357 -3.197  0.000
C -1.051 4.168 -4.059  0.000
C -2.053 4.987 -3.558  0.000
C -2.342 4.992 -2.202  0.000
C -1.610 4.182 -1.342  0.000
C -0.593 3.371 -1.839  0.000
C -1.909 4.180 0.092  0.000
N -2.882 4.731 0.715  0.000
N -2.709 4.416 2.071  0.000
C -1.636 3.720 2.141  0.000
O -1.067 3.496 0.919  0.000
C -0.985 3.123 3.308  0.000
C -1.561 3.214 4.575  0.000
C -0.925 2.633 5.658  0.000
C 0.271 1.938 5.489  0.000
C 0.843 1.852 4.229  0.000
C 2.116 1.085 3.984  0.001
N 1.805 -0.104 3.143  0.008
C 1.587 -0.145 1.849  0.013
N 1.080 -1.350 1.515  0.021
C 1.021 -1.997 2.732  0.009
N 1.450 -1.273 3.719  0.004
C 0.221 2.462 3.147  0.000
H 0.458 2.055 -4.732  0.000
H 1.714 3.012 -3.939  0.000
H -0.679 0.221 -2.903  0.000
H 2.977 -0.091 -0.832  0.000
H -0.840 4.167 -5.122  0.000
H -2.615 5.620 -4.230  0.000
H -3.126 5.622 -1.803  0.000
H -0.015 2.779 -1.139  0.000
H -2.496 3.745 4.698  0.000
H -1.364 2.712 6.643  0.000
H 0.751 1.474 6.342  0.000
H 2.565 0.695 4.893  0.000
H 2.859 1.666 3.438  0.000
H 1.748 0.689 1.186  0.000
H 0.660 -3.000 2.887  0.000
H 0.684 2.459 2.166  0.000
O -2.512 0.227 1.499  0.044
N -1.771 -0.400 0.870  0.007
O -1.690 -1.710 0.867  0.007
O -0.871 0.051 0.052  0.003

=====

Record 4
Here is a 12-piece molecular cluster, C6H38N2O11 overall from the Open Molecules 2025 dataset. Energies are from the ωB97M-V functional and the def2-TZVPD basis.

Properties
ΔE to the lowest compared entry with this formula, charge and spin ... 0.0 kcal/mol
LUMO level ... 0.283 eV
SMILES ... CC(C)CNCCN.O.O.O.O.O.O.O.O.O.O.O
HOMO level ... -9.719 eV

Each line ends with the natural charge from an NBO analysis.
Positions of all 57 atoms, in Å:
C 2.407 1.031 0.266  -0.607
C 2.282 1.785 -1.051  -0.234
C 3.492 2.696 -1.255  -0.600
C 1.019 2.637 -1.072  -0.219
N -0.189 1.826 -1.248  -0.653
C -1.392 2.608 -0.973  -0.232
C -2.671 1.800 -1.064  -0.226
N -2.823 0.804 0.012  -0.860
H 1.619 0.285 0.393  0.203
H 3.345 0.497 0.346  0.212
H 2.331 1.690 1.129  0.201
H 2.246 1.057 -1.867  0.205
H 3.555 3.446 -0.464  0.200
H 4.413 2.110 -1.249  0.210
H 3.432 3.224 -2.206  0.218
H 1.061 3.319 -1.921  0.202
H 0.976 3.257 -0.165  0.168
H -0.133 1.016 -0.648  0.354
H -1.428 3.377 -1.734  0.204
H -1.323 3.095 -0.002  0.175
H -3.504 2.502 -1.003  0.201
H -2.728 1.345 -2.056  0.188
H -2.259 -0.012 -0.173  0.379
H -3.792 0.504 0.035  0.386
O 0.753 2.368 -4.275  -0.953
H 0.422 1.717 -4.913  0.468
H 0.441 1.975 -3.443  0.478
O 0.087 -3.905 -1.427  -1.005
H -0.003 -3.331 -2.202  0.504
H 1.014 -3.927 -1.116  0.512
O -1.011 -2.588 0.578  -1.080
H -0.574 -3.009 -0.219  0.509
H -0.394 -2.878 1.293  0.510
O -1.851 1.731 2.405  -1.024
H -2.612 1.968 2.948  0.488
H -2.174 1.483 1.491  0.508
O -0.910 -2.006 -3.068  -0.978
H -0.671 -1.193 -2.628  0.469
H -1.725 -2.314 -2.594  0.504
O -1.898 -1.129 2.864  -0.995
H -1.873 -0.152 2.758  0.490
H -1.747 -1.523 1.988  0.502
O 0.592 1.180 3.685  -0.992
H -0.264 1.369 3.235  0.508
H 1.130 1.968 3.598  0.480
O -2.902 -3.030 -1.412  -0.977
H -2.421 -3.012 -0.558  0.509
H -2.900 -3.957 -1.677  0.484
O 2.465 -3.642 -0.061  -0.987
H 3.054 -2.907 -0.232  0.476
H 2.094 -3.518 0.839  0.512
O 1.103 -3.284 2.306  -1.025
H 1.066 -4.118 2.814  0.487
H 0.970 -2.561 2.984  0.517
O 0.485 -1.571 4.110  -0.989
H -0.455 -1.467 3.866  0.505
H 0.771 -0.639 4.031  0.510

=====

Listing energy for the structures above in their given order: -4038.58246; -975.86852; -2377.41683; -1188.62211 hartree.